i) C51H37Cl3CsF6GeN11O2 as an isolated structure, computed with wB97M-V/def2-TZVPD.

Each line ends with the Mulliken charge.
Atoms and positions in Å:
Cs -0.39197 0.11127 0.22539  0.80
C -4.74635 0.35691 3.75794  -1.47
N -3.92828 1.27623 2.98086  0.95
C -3.37576 1.11138 1.77102  -0.30
N -2.66625 2.18537 1.45371  -0.23
C -2.81799 2.97734 2.53826  -0.38
N -3.58471 2.48197 3.48146  -1.00
C -3.99786 -0.32059 4.88772  1.02
C -4.28107 -1.64923 5.18539  -0.79
C -3.61359 -2.30513 6.20774  -0.71
C -2.64714 -1.63614 6.93966  -0.97
C -2.35543 -0.31115 6.63225  0.52
C -3.03147 0.35212 5.61692  -0.07
C -1.29522 0.35430 7.37649  0.25
N -0.95263 0.20439 8.61037  -0.59
N 0.14017 1.03523 8.82269  -0.43
C 0.36320 1.63252 7.70449  0.39
O -0.49771 1.25341 6.73296  -0.14
C 1.42792 2.58305 7.39645  -0.12
C 2.11730 3.17567 8.45026  -0.93
C 3.15398 4.05101 8.17946  -0.58
C 3.51158 4.31761 6.86772  -0.81
C 2.83468 3.71599 5.81081  1.06
C 3.33152 4.00203 4.40958  -1.31
N 2.51810 3.45612 3.35112  0.89
C 2.52337 2.22277 2.81571  -0.39
N 1.61035 2.13195 1.87625  0.28
C 1.05017 3.36699 1.87802  -0.78
N 1.56352 4.19880 2.75473  -1.00
C 1.78021 2.85693 6.07596  -0.28
H -5.12944 -0.39488 3.07280  0.47
H -5.58122 0.94535 4.14283  0.23
H -3.50659 0.22112 1.16777  0.59
H -2.36842 3.95381 2.62506  0.54
H -4.98848 -2.19451 4.57496  0.35
H -3.81192 -3.35104 6.39481  0.42
H -2.09334 -2.13900 7.72053  0.46
H -2.78581 1.37804 5.38125  0.69
H 1.82915 2.94192 9.46558  0.50
H 3.68758 4.52535 8.99266  0.38
H 4.32990 4.99856 6.66136  0.44
H 4.34211 3.60391 4.29485  0.39
H 3.38366 5.07626 4.23563  0.39
H 3.20326 1.44496 3.12652  0.56
H 0.25612 3.64927 1.20411  0.66
H 1.22982 2.39245 5.26786  0.86
C -2.96266 3.62718 -2.87390  -0.46
C -2.19258 3.83012 -4.00821  -0.83
C -0.81442 3.68092 -3.95896  -0.76
C -0.17506 3.32186 -2.76402  0.71
C -1.00498 3.12181 -1.68666  0.59
C -2.36050 3.26052 -1.66909  -0.46
C 1.28813 3.15012 -2.66574  0.31
C 2.14262 3.88796 -3.53576  -0.85
C 3.48995 3.70970 -3.45743  -1.13
C 4.01317 2.79875 -2.51142  1.12
C 5.39568 2.53111 -2.37627  -0.71
C 5.83580 1.63511 -1.44594  -0.74
C 4.91603 0.97233 -0.60410  -1.10
C 3.57699 1.21707 -0.70404  -0.03
C 3.09210 2.13499 -1.67075  -0.87
N 1.74799 2.32099 -1.75888  0.30
H -4.04072 3.72313 -2.91470  0.38
H -2.66772 4.08607 -4.94614  0.35
H -0.22699 3.81108 -4.85977  0.43
H -2.93911 3.06305 -0.77651  0.35
H 1.72630 4.59905 -4.23426  0.46
H 4.16121 4.26144 -4.10531  0.41
H 6.09496 3.04353 -3.02721  0.40
H 6.89399 1.42475 -1.35219  0.41
H 5.28050 0.25678 0.12324  0.54
H 2.84895 0.71721 -0.08332  1.28
C 2.69517 -2.93722 3.27798  -1.11
C 2.19452 -1.79208 2.64294  -0.64
N 2.16277 -1.63214 1.33958  0.33
C 2.61973 -2.62931 0.56229  -0.32
C 3.15915 -3.81529 1.09668  1.36
C 3.18850 -3.94980 2.49610  -0.82
C 3.63151 -4.84840 0.22553  -0.97
C 3.54584 -4.71410 -1.11519  -0.94
C 2.97043 -3.53940 -1.69715  1.29
C 2.81068 -3.39476 -3.08833  -0.80
C 2.21100 -2.26592 -3.58169  -0.91
C 1.78615 -1.28580 -2.67146  -0.46
N 1.93499 -1.38881 -1.37328  0.39
C 2.51087 -2.49479 -0.87522  0.00
H 2.66783 -3.01390 4.35580  0.49
H 1.77227 -0.98471 3.23306  0.74
H 3.57910 -4.85933 2.93620  0.38
H 4.04359 -5.74600 0.67089  0.39
H 3.88909 -5.50142 -1.77563  0.39
H 3.14420 -4.18635 -3.74868  0.37
H 2.04086 -2.13335 -4.64066  0.44
H 1.29252 -0.38629 -3.02616  0.37
Cl -2.10874 -4.56638 3.40592  -0.52
Ge -1.88453 -2.98732 1.72389  0.40
Cl -4.14712 -2.44464 1.67246  -0.45
Cl -1.22082 -1.22806 3.09533  -0.15
C -4.01061 -2.42177 -1.97910  -1.71
C -2.77439 -1.59192 -2.35889  0.81
O -2.02016 -1.23718 -1.31601  -0.59
C -3.26591 -0.30184 -3.07876  0.48
F -2.25896 0.50601 -3.45419  -0.14
F -4.00177 -0.53145 -4.20304  -0.33
F -4.05774 0.42227 -2.26428  -0.29
C -1.94024 -2.42771 -3.37006  0.43
F -2.63621 -2.87708 -4.44805  -0.32
F -0.88921 -1.74755 -3.87668  -0.20
F -1.44072 -3.52278 -2.77054  -0.29
H -4.58359 -1.86129 -1.24426  0.28
H -3.66561 -3.33292 -1.49270  0.40
H -4.64139 -2.67236 -2.83456  0.38

The gap between HOMO and LUMO (alpha / beta) comes out at 0.251 / 0.250 Eh. Its expectation value of S² is 0.7596. Its total charge is -1. The multiplicity is 2.


ii) C51H37Cl3CsF6GeN11O2 as an isolated structure, computed with wB97M-V/def2-TZVPD.

Each line ends with the Mulliken charge.
Atoms and positions in Å:
Cs 0.08231 0.09789 -0.05011  0.43
C 3.88796 -4.41254 2.18811  -1.70
N 3.70658 -3.16807 1.44837  1.27
C 2.58739 -2.46066 1.27093  -0.38
N 2.84200 -1.38053 0.55154  0.22
C 4.17616 -1.49261 0.31513  -0.43
N 4.74954 -2.55834 0.83355  -1.10
C 3.78071 -4.22552 3.67958  0.88
C 4.91797 -4.01131 4.44760  -0.59
C 4.81002 -3.80367 5.81675  -0.76
C 3.56686 -3.81155 6.42657  -0.96
C 2.42524 -4.02832 5.66166  0.09
C 2.53337 -4.23038 4.29205  0.10
C 1.11209 -4.04706 6.31294  0.48
N 0.82208 -3.92074 7.55578  -0.51
N -0.57813 -4.01731 7.63243  -0.56
C -0.98629 -4.18681 6.42570  0.65
O 0.02674 -4.21360 5.53046  -0.07
C -2.35123 -4.33827 5.91336  -0.17
C -3.40374 -4.45605 6.81218  -1.07
C -4.69326 -4.59523 6.32640  -0.59
C -4.92191 -4.61133 4.95847  -1.01
C -3.86967 -4.48279 4.06066  1.08
C -4.19644 -4.46396 2.58520  -1.35
N -3.08306 -4.16726 1.70586  1.00
C -2.82377 -3.02837 1.05494  -0.83
N -1.70414 -3.13325 0.36754  0.55
C -1.32214 -4.40876 0.63131  -0.55
N -2.11829 -5.08114 1.43727  -0.92
C -2.57918 -4.34497 4.54126  0.61
H 4.87292 -4.77564 1.90617  0.45
H 3.14611 -5.13048 1.83908  0.39
H 1.62890 -2.72292 1.70534  0.04
H 4.73518 -0.77426 -0.26510  0.54
H 5.89085 -3.99957 3.96940  0.44
H 5.69958 -3.63134 6.40898  0.39
H 3.46417 -3.65049 7.49166  0.52
H 1.63236 -4.37181 3.70545  0.61
H -3.20264 -4.43083 7.87496  0.49
H -5.52469 -4.67941 7.01446  0.38
H -5.93721 -4.70052 4.58537  0.43
H -4.94944 -3.69864 2.39709  0.34
H -4.60380 -5.42754 2.27669  0.39
H -3.46424 -2.16236 1.12447  0.43
H -0.42941 -4.85835 0.22324  0.56
H -1.75335 -4.19625 3.85868  0.24
C 3.97593 2.09126 -2.44507  -0.50
C 4.02642 1.71142 -3.78232  -0.94
C 3.24033 0.66446 -4.25283  -0.46
C 2.37576 -0.02009 -3.39536  0.19
C 2.36849 0.41960 -2.09188  0.94
C 3.12461 1.42673 -1.56126  -0.09
C 1.50263 -1.14577 -3.83524  0.06
C 1.86763 -1.95331 -4.94572  -1.01
C 1.05692 -2.98157 -5.30687  -0.86
C -0.13037 -3.22861 -4.57984  1.20
C -1.02365 -4.28449 -4.88772  -0.80
C -2.14658 -4.46955 -4.13496  -0.82
C -2.43030 -3.60681 -3.04785  -0.66
C -1.59149 -2.57757 -2.73716  0.27
C -0.41346 -2.37586 -3.49542  -0.58
N 0.41555 -1.34815 -3.13472  0.18
H 4.59009 2.90736 -2.08292  0.46
H 4.67757 2.23969 -4.46678  0.37
H 3.28260 0.39031 -5.30115  0.40
H 3.05252 1.70848 -0.51495  0.16
H 2.79272 -1.76533 -5.47322  0.35
H 1.31370 -3.62292 -6.14277  0.41
H -0.79829 -4.93914 -5.72202  0.40
H -2.82740 -5.27847 -4.36874  0.39
H -3.31950 -3.76737 -2.45114  0.44
H -1.79744 -1.90593 -1.91461  0.42
C 2.42896 1.94970 4.07809  -0.82
C 2.32064 1.35918 2.80957  -0.23
N 1.85945 1.98959 1.74986  0.02
C 1.43934 3.26436 1.89910  -0.37
C 1.51003 3.94196 3.11856  1.47
C 2.02789 3.24696 4.22451  -0.76
C 1.01401 5.29046 3.21814  -0.91
C 0.47195 5.90944 2.15393  -0.96
C 0.37747 5.24248 0.87987  1.43
C -0.21657 5.84094 -0.24404  -0.74
C -0.29738 5.14677 -1.41899  -0.89
C 0.22805 3.84566 -1.45721  -0.44
N 0.78456 3.25487 -0.42370  0.25
C 0.85799 3.93636 0.74206  -0.25
H 2.79147 1.36647 4.91324  0.47
H 2.60807 0.32282 2.66181  0.16
H 2.07017 3.73979 5.18913  0.36
H 1.06122 5.78885 4.17937  0.38
H 0.07937 6.91597 2.24091  0.38
H -0.62078 6.84367 -0.16007  0.38
H -0.77118 5.56753 -2.29538  0.41
H 0.17479 3.26250 -2.37158  0.44
Cl -0.12169 -1.97715 3.35186  -0.37
Ge -1.81964 -0.34422 2.51707  1.00
Cl -1.10980 1.46628 3.75365  -0.47
Cl -3.63330 -1.09168 3.83609  -0.51
C -4.68912 0.20672 -0.20497  -1.73
C -3.47230 1.11348 -0.45176  0.86
O -2.31020 0.59135 -0.00663  -0.14
C -3.72449 2.46073 0.27257  0.27
F -2.72943 3.34417 0.07852  -0.05
F -4.86715 3.08150 -0.10179  -0.33
F -3.81661 2.25276 1.59350  -0.25
C -3.35804 1.35658 -1.97828  0.19
F -4.43384 1.94654 -2.53861  -0.32
F -2.29415 2.11523 -2.30745  -0.13
F -3.19613 0.17903 -2.61697  -0.19
H -4.77023 0.02932 0.86900  0.38
H -4.50066 -0.74508 -0.70279  0.26
H -5.63140 0.61935 -0.57016  0.42

The gap between HOMO and LUMO (alpha / beta) comes out at 0.238 / 0.234 Eh. Its expectation value of S² is 0.7599. Its total charge is -1. The multiplicity is 2.


Most stable: i) (next structure +12.4 kcal/mol)


i) A 3-piece molecular cluster, C2H7N4O2 overall, computed with wB97M-V/def2-TZVPD.

Each line ends with the Mulliken charge.
Atoms and positions in Å:
C 5.25857 -0.31742 -0.05855  0.64
C 0.47695 0.59392 -0.93450  -0.24
N -1.27819 -1.00200 0.26611  -0.12
N 1.40359 0.89902 -0.13214  0.15
N -2.46225 -0.68209 -0.05333  -0.13
N 1.40484 0.60430 1.19591  -0.57
O 4.15508 -0.00222 0.04353  -0.39
O 6.34690 -0.62482 -0.15809  -0.29
H 0.47155 0.94647 -1.95263  0.28
H -0.86875 -1.71015 -0.35062  0.28
H 2.22237 1.47458 -0.38327  0.28
H -2.92172 0.01416 0.53082  0.28
H -2.97506 -1.03830 -0.86339  0.27
H 2.32294 0.39584 1.56820  0.30
H 0.67280 -0.05329 1.44958  0.26

The gap between HOMO and LUMO (alpha / beta) comes out at 0.300 / 0.258 Eh. Its total charge is +1.


ii) A 2-piece molecular cluster, C2H7N4O2 overall, computed with wB97M-V/def2-TZVPD.

Each line ends with the Mulliken charge.
Atoms and positions in Å:
C 0.94232 -0.02287 0.77167  -0.09
C -0.84611 -0.78836 -0.12240  -0.16
N 0.41259 0.59407 1.77745  0.11
N 1.56233 0.97738 -0.07543  0.11
N -0.39325 -1.61208 -1.05715  -0.30
N -1.46034 0.33847 -0.47501  -0.33
O 0.52834 1.80223 1.88862  -0.24
O 1.76782 2.04837 0.60434  -0.24
H 1.30673 -1.02964 0.84649  0.45
H -1.10791 -1.21236 0.84019  0.47
H -0.09649 -2.54802 -0.83393  0.27
H -0.30036 -1.31603 -2.01857  0.23
H 1.01851 1.14102 -0.94031  0.22
H -1.91262 0.92495 0.21061  0.25
H -1.42158 0.70288 -1.41656  0.25

The gap between HOMO and LUMO (alpha / beta) comes out at 0.322 / 0.322 Eh. Its total charge is +1.


Most stable: i) (next structure +57.1 kcal/mol)


i) A 2-piece molecular cluster, C7H15NO overall, computed with wB97M-V/def2-TZVPD.

Each line ends with the Mulliken charge.
Atoms and positions in Å:
C 0.37503 0.84322 -0.62388  0.37
C 0.09581 1.98465 0.32112  -1.33
C 1.86050 0.54067 -0.73406  -1.48
C -1.80855 -0.12975 -0.82369  -0.14
N -2.69679 0.75141 -0.68655  -0.63
H 0.00204 1.07972 -1.62561  0.32
H -3.01357 1.13912 -1.56924  0.26
H -1.49552 -0.71581 -1.67788  0.46
H -0.96895 2.23451 0.36587  0.32
H 0.43247 1.73285 1.33483  0.27
H 2.42425 1.42966 -1.04957  0.45
H 0.63196 2.89948 0.03538  0.41
H 2.07692 -0.24506 -1.46275  0.30
H 2.27502 0.23413 0.23231  0.27
C 0.46937 -2.13883 -0.14682  -1.46
C -0.06364 -1.01013 0.67754  0.93
C 0.24976 -0.78711 1.97283  -1.15
O -1.57605 -0.90310 0.41470  -0.21
H -2.01213 -0.40419 1.13258  0.46
H 0.37846 -1.95753 -1.21693  0.31
H 1.52689 -2.26455 0.07830  0.36
H -0.05064 -3.06751 0.10182  0.35
H -0.30396 -0.09506 2.59381  0.31
H 1.19133 -1.15078 2.35592  0.25

The gap between HOMO and LUMO (alpha / beta) comes out at 0.260 / 0.260 Eh.


ii) A 2-piece molecular cluster, C7H15NO overall, computed with wB97M-V/def2-TZVPD.

Each line ends with the Mulliken charge.
Atoms and positions in Å:
C 1.22229 0.30283 0.19612  1.38
C -1.49759 -0.84604 0.00202  -0.06
C -1.29896 0.23186 -2.02893  -0.76
C 1.29568 0.06470 -1.46113  -0.76
C 1.47766 -0.79456 1.20213  -1.23
C 0.56910 1.55578 0.71962  -1.43
C -2.24886 -0.88367 1.28555  -1.13
N 2.39767 0.50184 -0.63899  -0.74
O -1.79547 0.12935 -0.81830  -0.26
H 2.61973 1.48208 -0.78368  0.32
H -1.07427 -1.75477 -0.41288  0.43
H -1.06994 -0.66306 -2.59150  0.43
H -1.55173 1.14934 -2.53417  0.35
H 1.05005 0.75432 -2.26023  0.39
H 1.35750 -0.97655 -1.75490  0.33
H 0.56911 -1.12067 1.70496  0.15
H 1.94035 -1.65907 0.72722  0.32
H 2.16378 -0.43669 1.97609  0.35
H -0.35457 1.33308 1.25290  0.20
H 0.31884 2.24120 -0.09091  0.36
H 1.23138 2.06443 1.42904  0.43
H -1.66516 -1.39842 2.05324  0.31
H -2.45157 0.13130 1.63271  0.28
H -3.20502 -1.40861 1.19403  0.35

The gap between HOMO and LUMO (alpha / beta) comes out at 0.290 / 0.295 Eh.


Most stable: ii) (next structure +13.0 kcal/mol)